The following is a quantum chemistry calculation of 2 unconnected molecules or ions with the total composition C4H7F2NO, from the Open Molecules 2025 dataset.

Geometry (Å):
C 1.892 -0.515 -0.524
C -1.847 -0.861 0.094
C -1.334 0.464 0.507
C -0.225 0.855 -0.469
N 2.640 -0.136 0.530
O 1.987 -1.306 -1.394
F -0.546 0.759 -1.813
F 0.346 2.033 -0.144
H -2.096 -0.652 -0.962
H -2.834 -1.184 0.533
H -1.131 -1.680 0.229
H -2.090 1.209 0.562
H -0.986 0.643 1.482
H 2.579 0.818 0.946
H 3.647 -0.447 0.425

* net charge: 0
* energy relative to the best compared isomer or geometry (same formula, charge and spin): 288.2 kJ/mol
* HOMO (alpha / beta): -8.10 / -7.91 eV
* frontier orbital gap (alpha / beta): 0.3080 / 0.3098 Ha
* calculated total energy: -13231.2591 eV
* 2S+1: 1

For reference, the Löwdin charges in units of e are: -0.351, -0.106, -0.214, -0.310, 0.104, 0.091, 0.034, 0.044, 0.081, 0.093, 0.082, 0.108, 0.095, 0.116, 0.131